1.
{"formula": "C29H58N5O3", "method": "ωB97M-V with the def2-TZVPD basis set", "gap_ev": 5.335, "relative_energy_kj_mol": 214.84, "lumo_ha": -0.175, "charge": 1, "elements": ["H", "H", "H", "H", "H", "H", "H", "C", "C", "H", "N", "H", "C", "C", "N", "H", "H", "H", "C", "H", "C", "H", "H", "C", "H", "H", "C", "C", "C", "C", "H", "C", "H", "H", "H", "C", "C", "O", "H", "C", "N", "H", "C", "O", "H", "H", "H", "C", "H", "H", "H", "C", "H", "H", "H", "C", "C", "C", "H", "H", "N", "H", "C", "N", "H", "H", "H", "C", "H", "H", "H", "H", "C", "H", "H", "C", "H", "H", "H", "H", "H", "C", "H", "H", "H", "H", "H", "C", "H", "H", "C", "C", "H", "H", "O"], "xyz": [[4.7982, -2.6262, -2.7467], [-3.0451, 6.7647, -3.2048], [5.3483, -4.5411, -0.1394], [-2.9817, 1.2241, -1.3941], [-2.4716, -0.5887, 1.9804], [6.8069, -3.4426, -1.4968], [-2.9394, 0.2360, 3.5063], [4.1316, -2.8379, -0.7037], [-1.0848, 7.2045, -3.9568], [-1.7698, 2.4956, 0.5649], [-2.3428, -0.6786, -0.5086], [4.8118, -1.1411, -1.8255], [-3.7397, -1.1999, -0.5334], [-1.6791, -4.0088, 5.5995], [-1.9188, -2.9181, -1.3388], [6.5376, -2.1458, 0.6532], [0.6764, 8.7497, -2.4151], [0.8586, -3.5349, -0.0497], [0.8827, 7.6770, -2.4036], [3.0873, -2.6576, -0.9944], [7.0163, -1.7139, -0.2283], [2.9954, -5.0219, -2.0478], [-6.5916, 0.7228, 2.2907], [-2.1370, 0.4806, -1.4244], [-7.3833, -0.7515, 2.0289], [6.8028, -0.6423, -0.2462], [-5.5192, -0.6547, 1.3258], [1.1702, -1.9383, 1.5414], [-1.7506, -2.6791, 6.2847], [-0.8084, 1.9847, 0.2944], [-2.1294, 0.1062, -2.4932], [-1.1642, 1.1481, 2.4759], [-2.3844, -4.8502, 5.7471], [-0.8421, 2.1619, -1.8814], [-2.4906, 4.7502, -1.8948], [1.2446, -2.1650, 4.1562], [-4.8227, -0.1943, 0.0124], [-5.0587, -1.4497, 2.1087], [-3.1432, 4.4096, -4.2790], [-2.0646, -0.0796, 2.8924], [0.0741, -2.7525, 4.8312], [-1.3232, 6.7981, -4.9449], [-1.8180, 5.0743, -2.6970], [-1.1444, 2.1013, 3.2025], [2.1534, -2.1684, 4.8134], [0.4854, -1.1426, 1.9522], [-1.8722, 7.0858, -1.9511], [-2.1164, 4.2480, -3.9423], [-0.6002, -3.1061, 0.9435], [-2.4919, -2.2929, 7.0119], [-1.4381, -3.2657, -2.1723], [-2.0072, 6.5761, -2.9088], [-0.0064, 2.7772, 0.2701], [0.6713, 5.9585, -3.6863], [8.0941, -1.8415, -0.1141], [-0.8304, 1.3208, -1.1265], [0.4108, 7.0216, -3.6967], [6.5396, -2.3821, -1.5130], [0.3947, 7.2420, -1.5288], [-1.9955, 3.1821, -3.7268], [-0.0939, -1.6144, -0.5405], [-2.6175, -3.5375, -0.9338], [4.0269, -5.1754, -1.7167], [-6.8112, -0.0125, 1.6136], [-1.4117, -0.8228, 3.4293], [-3.9913, -1.4859, -1.5899], [-4.3478, 0.8013, 0.2107], [1.5834, -2.8506, 2.7653], [2.0209, -1.4078, 1.0485], [-1.4419, 4.4965, -4.7633], [7.0829, -1.9444, -2.3554], [4.1546, -6.2366, -1.4944], [5.0414, -2.2108, -1.7635], [-5.5704, -0.0224, -0.8104], [-1.3071, 8.2752, -4.0125], [0.3170, -2.6870, 0.4408], [4.6937, -4.9300, -2.5448], [1.1039, -3.8508, 2.6325], [4.2711, -2.3195, 0.2497], [3.6657, -4.6580, 0.3295], [-0.1395, -4.7999, 4.0525], [4.3301, -4.3372, -0.4805], [-3.7775, -2.1026, 0.1419], [-0.2377, -0.9298, 5.9859], [0.1177, 0.7626, -1.3086], [0.9931, -1.0807, 3.9838], [0.4768, -1.6581, -1.3898], [-0.5270, -4.0023, 4.7266], [2.7065, -2.9384, 2.7426], [1.9592, 7.5415, -2.2825], [-1.4996, -1.7470, -0.8254], [-0.6100, -1.9573, 5.7601], [-0.8016, 4.8617, -2.3497], [0.9632, 7.4619, -4.5319], [-0.4076, 1.0308, 1.3078]], "forces_ev_per_angstrom": [[-0.02, 0.00, 0.04], [0.04, -0.04, 0.02], [-0.03, 0.06, 0.01], [0.56, -1.16, 0.50], [0.48, 0.38, 0.81], [-0.04, 0.01, -0.03], [1.06, -0.09, -0.23], [0.11, 0.02, 0.09], [0.00, -0.10, -0.09], [0.70, -0.58, -0.28], [-0.26, -3.13, -0.94], [0.04, -0.02, 0.00], [-1.03, 0.07, 0.57], [1.31, 1.58, -0.23], [-0.49, -0.48, 0.03], [0.03, 0.04, 0.01], [-0.01, -0.04, 0.04], [-0.39, 0.71, 0.32], [0.10, -0.12, -0.04], [-0.01, -0.02, -0.01], [0.07, -0.09, -0.04], [0.03, 0.00, -0.05], [-0.53, -0.22, -0.08], [1.45, 1.58, -0.75], [0.18, 0.56, 0.36], [-0.01, -0.03, 0.04], [-0.66, 0.44, 0.57], [-1.06, 0.00, 0.22], [2.56, -0.67, -2.28], [1.06, 0.73, -0.69], [0.03, 0.30, 1.04], [-1.05, -0.81, 1.35], [0.73, 0.73, -0.21], [-0.04, -0.77, 0.78], [0.04, 0.04, 0.03], [0.28, -0.20, -0.74], [0.25, 0.05, -0.64], [0.24, 0.02, -1.18], [0.05, 0.00, -0.03], [0.64, -0.20, -1.28], [-0.76, 0.72, 1.00], [-0.02, 0.02, 0.03], [-0.12, -0.01, -0.01], [0.39, 0.02, -1.00], [-0.89, -0.27, -0.42], [0.73, -0.69, -0.69], [0.00, 0.01, -0.02], [0.07, -0.07, 0.08], [0.85, 0.39, -0.49], [0.73, -0.49, -0.70], [0.46, -0.21, 1.07], [0.03, 0.08, 0.07], [-0.92, -0.64, 0.01], [-0.03, 0.00, -0.03], [-0.05, 0.05, 0.06], [-0.54, 0.44, -0.09], [-0.03, 0.15, 0.01], [-0.01, 0.13, 0.02], [0.01, 0.05, 0.00], [-0.04, -0.02, -0.11], [-1.28, -0.29, -1.20], [-0.32, 0.69, -0.53], [0.11, -0.10, 0.09], [1.37, -0.50, -0.87], [-0.80, 0.67, -0.29], [0.12, 0.14, 0.90], [-0.48, -0.72, 0.01], [0.73, 0.87, -0.28], [-0.56, -0.55, 0.49], [-0.05, -0.02, 0.00], [-0.04, -0.07, 0.00], [-0.04, 0.03, -0.08], [-0.04, -0.04, -0.11], [0.50, -0.10, 1.12], [0.02, -0.04, 0.00], [0.37, 0.19, 1.06], [-0.05, -0.01, 0.00], [0.58, 0.73, 0.42], [0.00, 0.03, -0.01], [0.08, 0.01, 0.03], [-0.42, 0.91, 0.84], [-0.19, 0.03, -0.06], [0.01, 0.90, -0.71], [-0.44, -1.14, -0.26], [-0.85, 0.34, 0.31], [0.32, -1.03, 0.12], [-0.05, 0.17, 0.30], [-1.66, 0.36, 1.21], [-1.18, -0.38, -0.06], [-0.04, 0.06, 0.05], [1.13, 1.90, 0.77], [-1.67, -1.25, 0.56], [0.01, 0.06, 0.00], [-0.03, -0.07, 0.00], [-1.46, 0.02, 0.38]]}

---

2.
{"formula": "C29H58O13", "method": "ωB97M-V with the def2-TZVPD basis set", "smiles": "CCOC(C)=O.CCOC(C)=O.CCOC(C)=O.CCOC(C)=O.CCOC(C)=O.CC(C)=O.CC(C)=O.CC(C)=O", "gap_ev": 9.753, "relative_energy_kj_mol": 1026.63, "lumo_ha": 0.008, "charge": 0, "elements": ["O", "O", "C", "H", "O", "H", "H", "O", "C", "H", "H", "H", "O", "C", "C", "O", "H", "O", "H", "H", "H", "C", "H", "H", "H", "H", "C", "H", "H", "H", "H", "C", "H", "O", "C", "H", "H", "H", "H", "H", "C", "H", "H", "H", "H", "H", "C", "H", "C", "C", "H", "H", "C", "H", "H", "O", "C", "O", "H", "H", "H", "H", "H", "C", "C", "H", "H", "O", "H", "C", "H", "H", "C", "C", "H", "C", "H", "C", "C", "C", "C", "H", "C", "O", "H", "H", "H", "H", "H", "O", "H", "C", "H", "C", "C", "H", "H", "C", "H", "H"], "xyz": [[0.4661, 50.4099, 33.2168], [-6.1135, 59.7495, 34.0307], [0.1632, 58.9153, 37.7970], [-1.3052, 51.4393, 35.0535], [-4.6648, 55.1943, 39.9080], [-3.6901, 58.8172, 34.8782], [0.3871, 55.9859, 30.5765], [-7.2569, 61.2933, 32.7286], [-5.1965, 55.5109, 37.1846], [-6.2732, 56.6876, 35.5242], [-7.0538, 50.7717, 33.4414], [-0.6308, 50.2582, 29.3351], [-5.3696, 56.5813, 38.2146], [-4.5839, 51.7884, 38.0616], [-1.1642, 55.1740, 35.0416], [0.8514, 58.0499, 36.8096], [-0.8148, 56.1038, 35.3205], [-3.9929, 50.9831, 33.3416], [0.1533, 59.9590, 37.5714], [-0.7040, 56.9599, 29.5846], [3.7099, 57.2366, 35.5171], [-5.3839, 56.1562, 35.8191], [-2.8202, 52.7869, 37.1994], [-2.0627, 58.8463, 38.1854], [-8.8374, 60.5970, 35.1465], [0.8527, 52.9841, 32.1101], [-1.9842, 55.2072, 33.7630], [-4.8012, 57.8838, 40.7220], [-1.5728, 54.7608, 28.4366], [2.3273, 57.6539, 34.3490], [-3.4471, 51.0049, 39.9017], [-1.1119, 54.7726, 29.4554], [-5.4191, 53.0147, 31.0230], [-2.2069, 52.1378, 29.3288], [-5.0766, 51.5623, 32.7329], [2.4562, 52.2530, 32.2956], [-5.0110, 55.3466, 35.1522], [-1.8577, 54.5397, 30.1512], [-1.8282, 54.8344, 35.8863], [-3.8157, 52.0657, 36.1173], [-2.5925, 53.9927, 33.1471], [-7.1402, 52.4171, 33.0608], [-6.1448, 57.1444, 41.2460], [-4.3145, 54.9312, 37.2315], [-3.0441, 58.8411, 33.1161], [-0.6090, 50.8477, 30.9654], [-0.0960, 56.0251, 29.7160], [-2.1316, 52.9379, 33.3496], [2.2574, 54.2861, 33.0203], [-5.1343, 56.3043, 39.4687], [-2.9311, 50.8123, 36.9709], [2.0523, 56.2623, 35.6553], [2.6440, 57.2989, 35.3483], [-0.6139, 50.1761, 35.7665], [3.1466, 54.1528, 33.6862], [1.0337, 52.4167, 34.0454], [2.1543, 58.2513, 36.4118], [2.7192, 59.3754, 36.5753], [-8.5848, 58.8672, 34.5402], [-4.3349, 57.7459, 33.6551], [-4.5568, 60.9423, 33.3730], [1.5522, 55.2171, 33.4105], [0.9619, 51.0382, 29.7939], [-4.9067, 59.8514, 33.2848], [-3.4200, 51.8626, 37.0312], [-5.0413, 59.7509, 32.1664], [0.6512, 58.9706, 38.8455], [-5.7657, 51.4082, 37.8265], [-3.4890, 52.7299, 39.2671], [-5.5875, 57.3658, 40.3390], [-5.9602, 51.3276, 30.7721], [-6.4196, 51.8171, 34.5601], [-0.1684, 51.0824, 30.0135], [-4.0902, 51.8709, 39.5122], [-4.8470, 57.0387, 35.7436], [-0.9809, 52.2956, 29.6458], [-1.5361, 58.5112, 36.4749], [-6.4265, 51.7104, 33.5299], [0.5033, 51.1986, 34.0833], [-7.2574, 60.3814, 33.5998], [-5.0541, 51.8540, 31.2246], [-9.2327, 60.0190, 33.4302], [-1.2988, 58.5234, 37.5581], [-2.0859, 56.4269, 33.1262], [-4.2857, 51.7761, 30.6716], [-0.3477, 54.5346, 34.9616], [-5.8810, 54.7977, 37.3137], [0.0384, 51.8465, 36.0193], [-4.9040, 52.2178, 39.9278], [-0.4276, 53.4950, 29.7175], [-6.1901, 58.0370, 39.8886], [-8.5565, 59.9806, 34.2390], [0.7337, 56.0518, 28.9089], [1.6356, 52.8722, 32.8060], [-0.2657, 51.0370, 35.3713], [-1.4600, 57.4669, 37.7712], [-2.4615, 53.8176, 31.9597], [-3.9742, 58.6831, 33.7492], [-3.5955, 53.8820, 33.5960], [2.7552, 54.8100, 32.0672]], "forces_ev_per_angstrom": [[0.65, -1.52, -2.47], [-2.32, -0.06, -0.33], [-0.09, 0.20, 0.31], [1.29, -0.25, 0.10], [-1.35, 3.82, -2.05], [-0.37, -0.10, -2.05], [1.69, -0.23, 4.22], [0.48, -3.09, 2.57], [0.31, 3.83, -0.45], [-1.52, -1.21, 0.21], [1.11, 0.42, -0.32], [0.82, 1.38, 1.06], [0.48, -1.14, -1.82], [-1.75, -4.13, 0.01], [-3.37, -0.99, 0.11], [1.33, 0.00, 0.95], [0.56, 2.22, 0.23], [-6.15, 3.69, -3.35], [0.88, 0.77, -1.02], [0.61, -0.87, 0.35], [0.18, -0.30, -0.52], [0.55, -1.50, 0.33], [0.38, -1.24, 0.48], [-1.06, 1.93, 0.89], [0.33, -0.56, -1.33], [-1.02, -0.20, -1.01], [0.96, 6.83, -3.56], [2.69, 1.56, 0.91], [0.65, 0.08, 0.76], [0.31, -0.21, 0.65], [-1.39, 1.29, -0.60], [1.49, -0.17, -0.64], [0.84, -2.61, 0.87], [3.60, 0.85, 1.06], [4.71, -3.57, 2.96], [-1.33, 0.21, 1.39], [-0.56, 1.03, -0.34], [-1.83, 1.64, 1.06], [0.61, -0.04, -0.71], [-1.35, 0.03, -3.02], [1.09, -3.12, -1.81], [0.79, 0.13, 0.22], [0.08, -1.19, -0.07], [1.71, 0.30, 0.44], [-0.93, -0.64, 1.00], [0.91, -0.44, 0.93], [-2.81, -1.01, -5.97], [-0.30, 2.02, 0.79], [0.54, 2.60, -0.15], [1.09, -5.48, 2.03], [-0.38, 2.09, 0.42], [1.87, 2.31, -1.32], [-2.42, -2.70, 2.18], [0.22, -3.27, 1.19], [-0.89, 0.44, -0.11], [1.58, 0.87, -0.56], [-0.34, 5.88, -0.93], [-1.53, -4.08, 0.42], [0.42, 1.72, -0.15], [-1.44, -2.86, -0.80], [0.16, -1.78, 0.29], [1.50, -2.88, -0.66], [-1.85, 0.54, 1.11], [0.75, 0.61, -1.03], [-0.20, -0.52, 1.92], [-0.50, -0.08, 1.15], [-0.94, -1.21, -1.59], [3.58, 1.98, -0.10], [1.04, 0.58, 1.38], [-0.86, -1.05, 1.94], [1.20, 0.33, 0.55], [0.88, 0.62, 1.99], [-0.11, -1.27, -2.73], [3.93, -1.08, -4.10], [2.52, 1.20, -0.10], [-4.20, 0.10, -1.71], [0.09, 0.88, 0.63], [-0.71, -1.15, -3.35], [-1.36, -0.08, 2.40], [1.31, 2.90, -2.13], [-8.65, 3.42, 3.83], [-1.20, 0.63, -0.54], [1.07, -2.87, -0.73], [0.36, -7.14, 3.51], [6.10, -1.24, -3.35], [1.31, -1.55, -0.22], [-3.32, -2.53, 1.02], [0.24, -0.42, 0.86], [-3.91, 1.08, 3.59], [2.51, -0.30, -0.48], [-1.79, 2.22, -2.06], [0.70, -2.13, 1.89], [-1.53, -0.24, 1.02], [1.39, 1.33, -0.61], [-1.58, 4.98, -2.01], [0.61, -0.62, 0.06], [-1.15, 1.50, 2.59], [2.60, 5.57, 1.42], [0.03, 0.09, -0.87], [-1.31, -1.76, 1.57]]}